No. 1
The following is a DFT calculation (ωB97M-V with the def2-TZVPD basis set) of a single C11H14N2S2 molecule at a distorted geometry.

The geometry in XYZ format:
```
29
Properties=species:S:1:pos:R:3:forces:R:3
C 1.76692 1.75588 2.47191 -0.3 -0.5 -0.5
C 2.32952 0.53027 2.08072 -2.2 1.7 -0.7
C 0.68581 2.37084 1.82250 0.0 0.2 1.2
C 1.78241 -0.10556 0.97739 -1.2 2.6 1.7
C 0.15119 1.76183 0.68618 -0.6 -0.1 0.3
C 0.64722 0.47218 0.36291 1.0 0.4 -0.5
C -1.55409 0.73329 -1.82289 0.6 -1.4 1.1
C -1.21567 -1.37943 -0.21712 1.4 1.1 -2.1
C -1.18128 -1.93999 1.16553 -1.3 0.6 0.9
C -1.33898 -2.58063 -1.10094 -0.7 -1.4 -2.0
C 0.81418 1.14883 -2.55695 -2.4 0.6 2.1
N 0.19642 -0.34353 -0.69774 -2.0 -3.4 1.0
N -0.21985 0.33155 -1.82204 -2.5 1.7 -0.1
S -2.30572 1.84590 -2.70504 -0.1 0.8 -0.9
S -2.58193 -0.19120 -0.63075 1.9 0.1 -0.2
H 2.19558 2.18426 3.33756 0.1 0.7 0.9
H 3.00751 0.11551 2.75652 1.4 -0.8 0.4
H 0.17815 3.23210 2.37649 0.9 -1.0 -1.4
H 2.18056 -1.00728 0.68694 0.4 -2.0 -1.0
H -0.70246 2.28882 0.17432 1.0 -1.1 0.4
H -2.29180 -1.89467 1.52936 2.1 -0.7 -0.3
H -0.64240 -1.24185 1.75458 0.4 0.7 1.1
H -0.63866 -2.92252 1.23538 -1.0 0.9 -0.1
H -0.75951 -3.44813 -0.84713 1.2 0.0 0.6
H -1.17106 -2.51414 -2.19935 -0.4 0.7 0.7
H -2.33080 -3.07075 -0.92950 0.2 1.0 -0.3
H 0.50861 0.91716 -3.57771 0.8 1.0 -0.2
H 0.79131 2.24487 -2.12740 -0.2 -1.9 -1.5
H 1.69882 0.70640 -2.18371 1.3 -0.5 -0.4
```
Forces are in eV/Å.

SMILES = CN1C(=S)SC(C)(C)N1c1ccccc1
HOMO-LUMO gap = 0.31372 Ha
Strongest force on any atom = 4.0 eV Å⁻¹
LUMO energy = 0.45 eV
Energy relative to the best compared isomer or geometry (same formula, charge and spin) = 41.9 kcal per mole
2S+1 = 1
Electronic energy = -1333.32197 Eh

natural (NBO) atomic charge list, values in e, 4 entries: number 1, C, carries -0.2144; number 2, C, carries -0.2024; number 3, C, carries -0.2032; number 4, C, carries -0.2355

---

No. 2
The following is a DFT calculation (ωB97M-V with the def2-TZVPD basis set) of a molecular structure, C11H14N7O2S2 at a distorted geometry.

The geometry in XYZ format:
```
36
Properties=species:S:1:pos:R:3:forces:R:3
C 3.15843 -2.20629 -3.81203 -0.1 -0.1 0.1
N 2.30812 -1.51372 -2.86511 0.6 -0.6 -0.4
C 2.59544 -0.11364 -2.79092 0.1 0.4 0.0
C 1.78197 0.52793 -1.68265 0.7 0.1 0.0
N 0.34738 0.23376 -1.81942 -0.7 0.0 1.1
C -0.45182 0.87525 -0.84758 0.2 1.0 0.1
S -0.20854 2.50571 -0.63304 -0.1 0.4 0.2
S -1.59930 0.08074 0.18526 -0.6 -0.5 -0.9
C 0.09540 -1.18312 -1.93590 0.2 -0.7 0.0
C 0.91228 -1.77411 -3.06149 -0.2 -0.3 -0.3
H 2.94325 -3.27493 -3.77553 0.0 0.0 0.0
H 3.03571 -1.88300 -4.86065 -0.1 0.1 0.0
H 4.20670 -2.06553 -3.53667 0.0 0.0 0.0
H 3.66394 -0.01273 -2.57746 -0.1 0.2 0.2
H 2.43976 0.42133 -3.74564 -0.3 -0.1 -0.1
H 2.14935 0.12253 -0.72179 -0.2 0.2 -0.1
H 1.97164 1.60525 -1.71013 -0.4 -0.3 0.1
H 0.37038 -1.68488 -0.99237 -0.2 -0.1 -0.2
H -0.95866 -1.36625 -2.16311 0.1 0.2 0.3
H 0.54260 -1.39575 -4.03329 0.1 0.1 0.0
H 0.77700 -2.85933 -3.08295 -0.1 0.0 0.1
O 0.70240 0.10631 1.78612 -1.0 -0.6 2.2
N 0.11754 -0.29492 2.83354 1.8 -0.4 -0.4
C -1.15076 0.24609 3.14605 0.3 0.7 -0.5
C -1.62218 1.20579 2.19344 1.4 1.7 -0.1
N -2.76809 1.85854 2.66929 -1.0 0.3 0.1
N -3.38809 2.87819 2.01026 -1.0 0.1 0.9
N -4.37703 3.26573 2.78281 1.4 -0.9 -0.4
N -4.42473 2.56882 3.94129 1.2 -0.8 -0.5
C -3.39786 1.68497 3.87708 -0.6 0.7 -1.0
C -2.89784 0.72482 4.78723 0.4 -0.7 -0.1
C -1.78020 -0.00058 4.39416 -0.7 0.4 0.3
O 0.63732 -1.13999 3.60643 -0.8 0.9 -0.9
H -0.95807 1.97648 1.67210 -0.6 -1.4 0.6
H -3.46027 0.62122 5.71362 0.5 -0.2 -0.1
H -1.31317 -0.74068 5.04906 -0.2 0.3 -0.3
```
Forces are in eV/Å.

Charge = -1
HOMO-LUMO gap = 0.26257 Ha
Strongest force on any atom = 2.5 eV Å⁻¹
LUMO energy = 2.57 eV
2S+1 = 1
Electronic energy = -1757.61381 Eh

natural (NBO) atomic charge list, values in e, 4 entries: number 1, C, carries -0.4002; number 2, N, carries -0.4380; number 3, C, carries -0.2222; number 4, C, carries -0.2321

---

No. 3
The following is a DFT calculation (ωB97M-V with the def2-TZVPD basis set) of a gas-phase ion, C11H14NO2 (charge +1) at a distorted geometry.

The geometry in XYZ format:
```
28
Properties=species:S:1:pos:R:3:forces:R:3
C 3.39117 0.05274 0.02318 0.1 0.0 0.0
C 2.88156 1.13230 -0.68085 -0.1 0.1 0.0
C 2.55397 -0.88547 0.60213 -0.3 -0.1 0.0
C 1.50195 1.31458 -0.78729 0.3 0.0 -0.1
C 1.16654 -0.75215 0.48080 0.6 0.4 -0.2
C 0.72732 0.36382 -0.20066 -4.7 -0.1 0.2
C 0.23533 -1.73021 1.00763 -0.5 0.1 -0.2
C -1.04921 -1.83276 0.67689 0.4 -0.5 0.6
C -1.36848 0.47348 -0.15017 4.3 0.2 0.7
C -1.40648 -1.45438 -1.69157 0.1 -0.2 -1.0
C -1.34189 2.06821 1.59774 0.1 0.4 0.1
N -1.71512 -0.98940 -0.32290 -0.2 0.4 0.3
O -1.76733 1.22292 -1.19917 0.0 0.0 -0.1
O -1.80602 0.81635 1.09540 -0.2 -0.6 -1.1
H 4.45977 -0.05962 0.12078 0.1 0.0 0.0
H 3.54708 1.84327 -1.14331 0.1 0.1 0.0
H 2.96255 -1.72906 1.13668 0.1 -0.1 0.1
H 1.07843 2.15526 -1.31139 -0.1 0.1 -0.1
H 0.62840 -2.44411 1.71677 -0.1 -0.1 0.1
H -1.68444 -2.59502 1.09680 -0.1 0.0 0.0
H -0.33483 -1.36128 -1.85563 -0.1 0.0 0.1
H -1.70744 -2.49335 -1.80397 0.0 0.0 0.2
H -1.92628 -0.83694 -2.42203 0.0 0.0 0.2
H -1.56918 2.06027 2.66012 0.0 0.0 -0.1
H -1.85730 2.90336 1.11645 0.0 -0.1 0.0
H -0.26529 2.15835 1.44075 -0.1 0.0 0.0
H -2.72824 -1.08004 -0.16842 0.2 0.1 0.0
H -2.60656 1.67886 -1.03478 0.0 0.0 0.2
```
Forces are in eV/Å.

Charge = +1
HOMO-LUMO gap = 0.34327 Ha
Strongest force on any atom = 4.8 eV Å⁻¹
LUMO energy = -3.23 eV
Energy relative to the best compared isomer or geometry (same formula, charge and spin) = 83.9 kcal per mole
2S+1 = 1
Electronic energy = -632.46933 Eh

natural (NBO) atomic charge list, values in e, 4 entries: number 1, C, carries -0.2061; number 2, C, carries -0.1574; number 3, C, carries -0.1406; number 4, C, carries -0.3179

---

No. 4
The following is a DFT calculation (ωB97M-V with the def2-TZVPD basis set) of 2 unconnected molecules or ions with the total composition C11H14O2P at a distorted geometry.

The geometry in XYZ format:
```
28
Properties=species:S:1:pos:R:3:forces:R:3
C -3.54242 -2.27117 -2.07936 -1.0 -0.6 -1.0
C -3.09471 -2.51608 -0.80761 -0.2 -1.0 0.6
C -2.69826 -1.65601 -3.01946 -1.3 0.0 0.4
C -1.82866 -2.12470 -0.46599 0.8 1.6 -3.3
C -1.47249 -1.18093 -2.65120 0.2 -0.3 -0.8
C -0.91526 -1.43272 -1.37204 -3.0 -1.1 -0.5
C 1.54300 -1.40691 -1.41823 2.8 -1.7 -1.3
C 0.36337 -0.97192 -1.15113 -0.9 2.2 2.2
C 1.80774 0.59719 1.75551 0.0 -0.6 0.8
C 0.96532 3.13060 1.95958 0.8 0.9 -1.2
C 1.15021 1.82847 1.18121 -0.5 -0.2 -2.5
O -1.12495 2.55064 -0.23004 0.0 0.8 -1.4
O -1.36328 0.81807 1.61950 0.2 -0.7 0.0
P -0.56030 1.47366 0.56713 0.3 -1.1 1.1
H -4.52437 -2.70023 -2.26305 0.0 0.4 -0.8
H -3.70144 -3.17943 -0.09757 0.9 1.3 -1.0
H -2.94467 -1.43915 -4.06303 -0.6 -0.4 0.4
H -1.54668 -2.35040 0.45916 1.6 -0.7 3.8
H -0.99674 -0.72089 -3.52919 0.7 0.1 1.1
H 2.43156 -0.73906 -1.22527 -0.6 -1.1 -0.3
H 1.72083 -2.47748 -1.96372 -0.2 2.3 1.2
H 2.34847 0.73529 2.69532 0.1 0.3 -0.1
H 0.99030 -0.06092 1.98732 0.0 -0.9 0.2
H 2.48061 0.10790 1.01981 -0.5 0.3 0.5
H 1.90424 3.21829 2.47729 0.2 0.3 1.1
H 0.08831 2.95894 2.58948 0.3 0.8 0.3
H 0.92783 4.11335 1.32325 -0.5 -2.1 0.9
H 1.70130 1.89263 0.25521 0.1 1.2 -0.5
```
Forces are in eV/Å.

Charge = -1
HOMO-LUMO gap (alpha / beta) = 0.23804 / 0.23809 Ha
Strongest force on any atom = 4.2 eV Å⁻¹
LUMO energy (alpha / beta) = 3.56 / 3.56 eV
Energy relative to the best compared isomer or geometry (same formula, charge and spin) = 0.0 kcal per mole
2S+1 = 1
Electronic energy = -919.34839 Eh

natural (NBO) atomic charge list, values in e, 4 entries: number 1, C, carries -0.3009; number 2, C, carries -0.2007; number 3, C, carries -0.2122; number 4, C, carries -0.2327

---

No. 5
The following is a DFT calculation (ωB97M-V with the def2-TZVPD basis set) of a molecular structure, C11H14O3S at a distorted geometry.

The geometry in XYZ format:
```
29
Properties=species:S:1:pos:R:3:forces:R:3
C 1.76837 0.95780 -1.25671 1.0 -0.8 -0.1
C 2.13066 1.37380 -0.03866 -1.2 0.5 0.0
C -1.18986 -0.00266 1.44062 -1.4 0.7 0.9
C -1.26484 0.77936 -1.02522 -2.9 0.6 -0.1
C 1.58682 -0.50623 -1.51125 -0.4 2.5 2.8
C 2.72492 0.36894 0.84680 0.3 -0.1 2.5
C 1.71714 -0.81494 1.08361 2.8 -1.5 -3.0
C 0.86715 -0.82840 -0.14637 -2.3 -0.4 -0.8
C -0.54745 0.54499 0.23997 5.2 -2.0 -0.7
C -2.28817 -1.05667 1.27809 3.4 -2.0 2.8
C -2.24385 2.01210 -0.93950 2.9 0.1 -3.5
O -0.86911 0.44988 2.53154 -0.2 -0.9 -0.5
O -1.23915 0.04538 -2.00542 0.3 1.0 1.1
O 0.12803 3.22859 0.10543 0.3 0.2 0.3
S 0.68465 2.05785 0.81928 -0.7 0.3 -1.1
H 1.32033 1.57274 -1.95781 -1.3 1.5 -0.9
H 0.91041 -0.63541 -2.28876 -0.9 -0.4 -1.5
H 2.49474 -0.99037 -1.65023 1.6 -1.5 0.0
H 3.59200 -0.02538 0.27738 -0.1 0.3 1.1
H 2.91632 0.85090 1.90247 0.4 -1.0 -2.1
H 2.33613 -1.79245 1.17823 -1.1 1.5 -0.1
H 1.11198 -0.70785 1.89924 -1.2 0.3 2.4
H 0.33928 -1.75925 -0.38151 -0.3 0.2 0.8
H -3.06332 -0.82360 0.67338 -2.2 0.9 -2.2
H -2.65311 -1.39433 2.24896 -0.2 0.8 0.3
H -1.82495 -2.02636 1.00308 0.0 0.6 -0.8
H -2.73984 2.25214 -0.06574 -0.8 -0.1 2.1
H -2.90593 1.98683 -1.80371 -0.2 -0.2 0.1
H -1.55772 2.90344 -1.12755 -0.7 -1.0 0.3
```
Forces are in eV/Å.

HOMO-LUMO gap (alpha / beta) = 0.30266 / 0.30264 Ha
Strongest force on any atom = 5.6 eV Å⁻¹
LUMO energy (alpha / beta) = -0.40 / -0.40 eV
Energy relative to the best compared isomer or geometry (same formula, charge and spin) = 83.5 kcal per mole
2S+1 = 1
Electronic energy = -1051.24839 Eh

natural (NBO) atomic charge list, values in e, 4 entries: number 1, C, carries -0.0511; number 2, C, carries -0.3147; number 3, C, carries 0.5397; number 4, C, carries 0.5651

---

No. 6
The following is a DFT calculation (ωB97M-V with the def2-TZVPD basis set) of a single C11H14O4Si molecule at a distorted geometry.

The geometry in XYZ format:
```
30
Properties=species:S:1:pos:R:3:forces:R:3
O -0.92303 2.94069 -0.74534 0.1 -1.3 -0.7
O 3.21786 0.71280 0.83077 -1.4 -1.6 0.9
O -0.66818 1.40862 0.92574 0.4 0.6 0.2
O 1.33054 -0.62114 1.04743 0.8 0.9 1.0
C -0.96975 2.62807 0.41321 0.4 1.4 -0.3
C 2.60495 -0.19691 1.37149 0.7 0.9 -0.4
C -2.21104 -2.96477 -2.07761 -0.7 -1.2 0.4
C -1.11586 -3.25811 -1.26062 0.1 -2.6 -0.5
C -2.67512 -1.67345 -2.10722 -0.1 1.0 0.1
C -0.43020 -2.29841 -0.62134 0.1 2.1 1.5
C -1.98921 -0.65659 -1.41345 -0.2 -1.0 0.0
C -0.88378 -0.96293 -0.65152 1.5 0.3 0.4
C -1.33196 3.71848 1.35531 -0.8 -1.2 2.4
C 3.17147 -0.96666 2.51466 -0.9 0.2 1.0
C 1.40774 1.08523 -1.24230 -2.1 -0.7 0.0
Si 0.31175 0.31175 0.12606 -0.4 -0.9 -3.5
H -2.80075 -3.80740 -2.51347 0.6 0.9 0.2
H -0.77832 -4.29762 -1.04637 -0.5 0.7 -0.6
H -3.60634 -1.41284 -2.60223 0.2 -0.1 -0.2
H 0.35327 -2.47364 0.10829 0.1 -0.6 -0.4
H -2.35668 0.33791 -1.40423 -0.4 0.8 -0.2
H -1.61909 4.59552 0.81201 -0.2 0.2 -0.3
H -2.17146 3.33499 2.00120 0.6 0.6 -0.5
H -0.51959 3.95912 2.05435 -0.1 -0.2 -0.2
H 2.57364 -1.81080 2.83397 0.0 -0.4 -0.5
H 4.19679 -1.18944 2.36503 0.9 -0.4 -0.3
H 3.13625 -0.33568 3.40513 0.1 0.4 -0.1
H 1.77261 1.94788 -0.78323 0.9 1.6 0.5
H 2.24278 0.52664 -1.65421 -0.2 -0.4 0.3
H 0.73071 1.41870 -2.04150 0.2 -0.2 0.1
```
Forces are in eV/Å.

SMILES = CC(=O)O[Si](C)(OC(C)=O)c1ccccc1
HOMO-LUMO gap = 0.36505 Ha
Strongest force on any atom = 3.6 eV Å⁻¹
LUMO energy = 0.57 eV
Energy relative to the best compared isomer or geometry (same formula, charge and spin) = 0.0 kcal per mole
2S+1 = 1
Electronic energy = -1018.12777 Eh

natural (NBO) atomic charge list, values in e, 4 entries: number 1, O, carries -0.5757; number 2, O, carries -0.5697; number 3, O, carries -0.8619; number 4, O, carries -0.8764

---

No. 7
The following is a DFT calculation (ωB97M-V with the def2-TZVPD basis set) of 2 unconnected molecules or ions with the total composition C11H14Se at a distorted geometry.

The geometry in XYZ format:
```
26
Properties=species:S:1:pos:R:3:forces:R:3
C 2.01026 -1.87384 3.26665 2.0 -0.9 -0.2
C 2.62924 -2.01704 1.98121 -0.4 0.0 0.9
C 0.79197 -1.25332 3.35403 -1.5 -0.6 1.8
C 1.94048 -1.55298 0.87851 -0.7 -0.1 -0.4
C 0.11042 -0.88728 2.23609 -2.4 -0.1 -1.2
C 0.62280 -1.08480 0.96478 0.9 0.4 -0.1
C -1.20205 2.61802 -1.24737 1.3 1.0 -1.9
C 0.00352 2.04396 -1.37199 -3.5 0.8 3.8
C -1.76905 -0.70575 -2.63946 2.6 2.1 2.1
C 0.63737 1.37258 -0.29060 0.0 -4.1 0.6
C -0.07403 -0.61013 -0.23153 -1.2 4.1 1.4
Se -0.02659 -1.32947 -1.90896 0.7 -2.0 -2.1
H 2.47938 -2.31033 4.18151 -0.3 0.5 -1.0
H 3.58636 -2.53087 1.79064 -0.5 0.4 0.6
H 0.12523 -1.23570 4.26569 1.5 0.0 -0.6
H 2.32005 -1.58242 -0.12941 0.6 -0.3 -0.1
H -0.98306 -0.67625 2.33357 1.1 0.3 -0.1
H -1.66283 3.26236 -2.00015 0.2 -0.6 -0.2
H -1.67372 2.66407 -0.34010 -1.1 0.0 2.3
H 0.40377 2.00725 -2.26077 2.4 -0.1 -4.6
H -1.71445 -0.78434 -3.67824 0.3 0.1 -1.6
H -2.58197 -1.24498 -2.28153 -1.3 -0.8 1.0
H -1.60309 0.33711 -2.24654 -1.4 -1.0 -0.9
H 0.49587 1.66793 0.74134 -0.1 0.1 -0.1
H 1.57844 0.88984 -0.50340 0.6 0.7 0.1
H -1.12532 -0.34082 -0.07067 0.3 -0.1 0.5
```
Forces are in eV/Å.

HOMO-LUMO gap (alpha / beta) = 0.27565 / 0.27565 Ha
Strongest force on any atom = 5.2 eV Å⁻¹
LUMO energy (alpha / beta) = 0.25 / 0.25 eV
Energy relative to the best compared isomer or geometry (same formula, charge and spin) = 0.0 kcal per mole
2S+1 = 1
Electronic energy = -2828.83145 Eh

natural (NBO) atomic charge list, values in e, 4 entries: number 1, C, carries -0.2164; number 2, C, carries -0.2044; number 3, C, carries -0.2207; number 4, C, carries -0.2057

---

No. 8
The following is a DFT calculation (ωB97M-V with the def2-TZVPD basis set) of a molecular structure, C11H15BCrN6O2 at a distorted geometry.

The geometry in XYZ format:
```
36
Properties=species:S:1:pos:R:3:forces:R:3
H 3.30549 -1.57147 -0.33625 -0.1 -0.4 0.1
N 1.63185 -0.40723 -0.83370 2.5 1.8 -2.0
B 0.06841 1.41931 -1.66037 0.0 -0.8 0.8
N 1.41017 0.60813 -1.76866 0.2 -1.2 0.7
C 2.51081 0.71257 -2.53369 -0.1 -0.6 0.4
Cr 0.28446 -0.83107 0.45228 -1.0 -3.2 2.2
H 2.57745 1.40795 -3.33999 -0.1 0.3 -0.3
C 3.44904 -0.21217 -2.10180 -0.3 0.3 0.1
H 4.39811 -0.41143 -2.52505 0.7 0.0 -0.3
C 2.87698 -0.85577 -1.00512 -0.8 0.8 -0.9
H 0.02691 2.36106 -2.41489 -0.1 -0.3 0.1
C -1.42158 -1.10834 4.01361 0.9 0.2 0.0
H -2.03292 -1.76988 4.66077 0.2 0.0 -1.0
H -1.08282 -1.52456 2.99062 -0.7 0.3 1.8
H -1.97790 -0.15803 3.85899 0.4 -0.6 0.1
N -0.01319 1.88957 -0.16922 0.0 0.5 0.4
N -1.14985 0.45466 -1.73792 -0.3 -1.2 0.4
N 0.04037 1.05291 0.92071 0.4 2.5 0.4
N -1.21123 -0.60020 -0.83312 -1.9 0.8 -1.6
C -0.12894 3.16137 0.22910 0.3 0.1 -0.2
C -2.24405 0.41663 -2.51573 0.5 -0.1 -0.2
H -0.16938 3.98200 -0.50957 0.0 -0.7 0.6
H -2.37229 1.14441 -3.31061 0.0 -0.2 0.2
C -0.10025 3.17981 1.61244 0.0 0.4 0.0
C -3.00137 -0.68263 -2.15868 -0.8 -0.2 -0.4
C 0.02413 1.85622 2.01611 0.0 -0.2 -1.2
C -2.34037 -1.27982 -1.08986 0.9 0.5 0.0
H -0.12972 4.06747 2.21067 0.0 0.0 0.3
H -3.89050 -1.04594 -2.66240 0.1 0.2 0.2
H 0.17409 1.47977 3.01328 -0.2 -0.3 0.0
H -2.58583 -2.16182 -0.50065 0.1 0.3 -0.3
H -0.50793 -0.91975 4.65095 -0.8 0.0 -0.9
O 1.53593 -2.85055 1.81964 -1.0 -0.6 -1.5
C 0.93661 -3.43338 0.88066 -0.6 1.0 -0.3
O 0.23142 -2.84182 -0.04456 0.9 0.2 1.5
H 0.87788 -4.52801 0.72202 0.6 0.1 0.6
```
Forces are in eV/Å.

HOMO-LUMO gap (alpha / beta) = 0.28083 / 0.36294 Ha
Strongest force on any atom = 4.0 eV Å⁻¹
LUMO energy (alpha / beta) = 0.63 / 0.62 eV
⟨S²⟩ = 6.015
2S+1 = 5
Electronic energy = -1976.60349 Eh

natural (NBO) atomic charge list, values in e, 4 entries: number 1, H, carries 0.2324; number 2, N, carries -0.4051; number 3, B, carries 0.5509; number 4, N, carries -0.3216